[1]
A molecular structure, C18H43BBr14N3OP at a distorted geometry. Source: the Open Molecules 2025 dataset; level of theory: the ωB97M-V functional and the def2-TZVPD basis.

Values from the calculation:
Gap between HOMO and LUMO = 7.4 eV
E_LUMO = 0.1 eV
Net charge = 0

CARTESIAN COORDINATES (ANGSTROEM)
1 C 8.158 -2.085 -1.881
2 B 7.540 -0.774 -2.507
3 O 8.052 -0.354 -3.705
4 P 6.012 0.111 -1.628
5 N 6.918 0.278 -0.133
6 N 6.030 1.439 -2.709
7 C 4.430 0.742 -0.745
8 C 3.240 0.058 -1.259
9 C 3.135 -1.400 -1.137
10 N 2.295 0.645 -1.798
11 H 8.049 -2.146 -0.818
12 H 9.190 -2.127 -2.146
13 H 7.696 -2.962 -2.289
14 H 7.559 -0.844 -4.374
15 H 5.274 -1.098 -1.968
16 H 6.664 1.151 0.303
17 H 7.900 0.376 -0.339
18 H 5.184 1.981 -2.674
19 H 6.143 1.164 -3.676
20 H 4.264 1.799 -0.800
21 H 4.498 0.509 0.297
22 H 2.167 -1.638 -0.771
23 H 3.901 -1.848 -0.545
24 H 3.195 -1.821 -2.113
25 H 2.462 1.644 -1.823
26 Br -1.907 0.735 -0.413
27 C -1.426 0.568 -2.291
28 C -1.940 1.721 -3.106
29 Br -3.856 1.572 -3.416
30 H -1.817 -0.386 -2.626
31 H -0.336 0.542 -2.309
32 H -1.484 1.718 -4.092
33 H -1.773 2.680 -2.633
34 Br -6.561 -0.857 -4.623
35 C -6.467 -2.509 -3.599
36 C -6.629 -2.269 -2.122
37 Br -5.021 -1.525 -1.318
38 H -5.520 -2.975 -3.846
39 H -7.281 -3.124 -3.973
40 H -6.800 -3.209 -1.604
41 H -7.435 -1.580 -1.900
42 Br -3.131 0.923 2.913
43 C -4.324 2.458 2.884
44 C -3.576 3.740 2.659
45 Br -2.636 4.320 4.267
46 H -4.864 2.449 3.825
47 H -5.013 2.271 2.063
48 H -4.266 4.546 2.425
49 H -2.832 3.660 1.875
50 Br 2.520 -3.616 -5.759
51 C 2.653 -5.356 -4.893
52 C 2.548 -5.233 -3.398
53 Br 4.191 -4.531 -2.635
54 H 3.592 -5.792 -5.211
55 H 1.827 -5.943 -5.288
56 H 2.407 -6.210 -2.943
57 H 1.750 -4.569 -3.087
58 Br -5.307 2.524 6.236
59 C -6.688 1.640 7.288
60 C -7.643 0.876 6.414
61 Br -8.886 2.065 5.500
62 H -7.174 2.407 7.876
63 H -6.156 0.961 7.951
64 H -8.264 0.216 7.014
65 H -7.141 0.301 5.645
66 Br -6.402 4.906 9.028
67 C -5.281 4.972 10.613
68 C -4.590 3.657 10.847
69 Br -5.809 2.321 11.567
70 H -5.918 5.267 11.438
71 H -4.550 5.754 10.421
72 H -3.806 3.764 11.591
73 H -4.174 3.240 9.937
74 Br 3.802 -0.011 -3.865
75 C 3.624 -0.932 -5.569
76 C 4.446 -2.186 -5.593
77 Br 6.348 -1.791 -5.805
78 H 3.909 -0.227 -6.341
79 H 2.569 -1.175 -5.664
80 H 4.189 -2.811 -6.445
81 H 4.351 -2.757 -4.676

Mulliken population analysis, charges in e, atoms 1 to 5: C -1.03; B 0.66; O -0.82; P 0.96; N -0.84

***

[2]
8 unconnected molecules or ions with the total composition C18H43Br14O2P2 at a distorted geometry. Source: the Open Molecules 2025 dataset; level of theory: the ωB97M-V functional and the def2-TZVPD basis.

Values from the calculation:
Gap between HOMO and LUMO = 5.1 eV
E_LUMO = 1.6 eV
Net charge = -1

CARTESIAN COORDINATES (ANGSTROEM)
1 C 2.644 1.433 1.478
2 C 1.402 0.661 0.738
3 C 0.507 -0.301 1.762
4 O -0.578 -1.030 1.085
5 P -2.055 -0.056 1.098
6 P -3.872 1.215 1.050
7 C -3.669 2.359 2.576
8 O -3.720 2.141 -0.417
9 H 2.672 2.537 1.088
10 H 2.383 1.461 2.642
11 H 3.630 0.827 1.280
12 H 0.661 1.508 0.348
13 H 1.756 0.061 -0.230
14 H 1.294 -1.059 2.240
15 H 0.095 0.327 2.686
16 H -1.304 1.167 1.225
17 H -2.155 -0.200 2.534
18 H -2.885 -1.241 0.971
19 H -1.948 0.001 -0.361
20 H -3.812 1.789 3.605
21 H -4.336 3.318 2.470
22 H -2.538 2.739 2.547
23 H -2.749 2.436 -0.465
24 Br 3.758 4.870 -0.028
25 C 3.375 6.503 0.967
26 C 2.719 6.195 2.292
27 Br 0.838 5.735 2.059
28 H 2.766 7.137 0.317
29 H 4.349 6.977 1.119
30 H 2.718 7.079 2.936
31 H 3.188 5.363 2.826
32 Br 2.912 -3.599 -0.609
33 C 1.007 -4.002 -0.719
34 C 0.531 -4.006 -2.153
35 Br 0.325 -2.190 -2.835
36 H 0.489 -3.271 -0.092
37 H 0.901 -4.996 -0.275
38 H -0.464 -4.453 -2.228
39 H 1.210 -4.528 -2.834
40 Br -4.288 1.286 6.453
41 C -6.193 0.883 6.342
42 C -6.669 0.878 4.908
43 Br -6.875 2.694 4.227
44 H -6.711 1.614 6.970
45 H -6.299 -0.111 6.787
46 H -7.664 0.432 4.834
47 H -5.990 0.357 4.227
48 Br 3.692 6.686 -3.379
49 C 3.959 4.991 -4.306
50 C 2.675 4.504 -4.935
51 Br 1.478 3.740 -3.598
52 H 4.378 4.291 -3.577
53 H 4.709 5.202 -5.073
54 H 2.875 3.689 -5.637
55 H 2.118 5.291 -5.450
56 Br 6.083 -2.205 -1.656
57 C 6.244 -2.637 -3.551
58 C 5.530 -3.927 -3.881
59 Br 6.564 -5.476 -3.300
60 H 7.313 -2.661 -3.783
61 H 5.782 -1.796 -4.075
62 H 5.426 -4.044 -4.963
63 H 4.544 -4.009 -3.415
64 Br -8.736 -1.803 6.139
65 C -10.550 -1.243 6.588
66 C -11.423 -1.180 5.357
67 Br -11.045 0.417 4.303
68 H -10.468 -0.286 7.112
69 H -10.917 -2.002 7.284
70 H -12.477 -1.094 5.636
71 H -11.298 -2.039 4.692
72 Br 7.859 -4.721 -6.906
73 C 7.117 -6.522 -7.015
74 C 6.032 -6.604 -8.063
75 Br 4.369 -5.812 -7.420
76 H 6.773 -6.787 -6.012
77 H 7.963 -7.161 -7.285
78 H 5.784 -7.646 -8.281
79 H 6.289 -6.094 -8.995

Mulliken population analysis, charges in e, atoms 1 to 5: C -0.43; C 0.11; C -0.77; O -0.26; P 0.47

***

[3]
4 unconnected molecules or ions with the total composition C18H43ClN at a distorted geometry. Source: the Open Molecules 2025 dataset; level of theory: the ωB97M-V functional and the def2-TZVPD basis.

Values from the calculation:
Energy above the lowest of the compared OMol25 structures with the same formula, charge and spin = 0.0 kcal/mol
Gap between HOMO and LUMO = 7.0 eV
E_LUMO = 3.1 eV
Net charge = -1

CARTESIAN COORDINATES (ANGSTROEM)
1 Cl 0.404 0.867 1.241
2 C -3.908 -1.895 0.834
3 C -4.648 -0.956 -0.292
4 N -4.221 0.481 -0.234
5 C -2.875 0.736 -0.706
6 C -2.689 0.606 -2.289
7 C -5.182 1.451 -0.735
8 C -6.316 1.670 0.343
9 H -4.273 -1.452 1.739
10 H -2.881 -1.874 0.744
11 H -4.088 -2.903 0.772
12 H -5.625 -0.977 0.179
13 H -4.738 -1.364 -1.258
14 H -2.237 0.141 0.028
15 H -2.641 1.646 -0.585
16 H -3.097 1.087 -2.917
17 H -2.732 -0.412 -2.433
18 H -1.653 0.743 -2.312
19 H -5.717 1.123 -1.586
20 H -4.803 2.461 -0.825
21 H -7.038 2.462 0.164
22 H -5.780 1.971 1.377
23 H -6.700 0.652 0.565
24 C 0.483 3.304 -1.544
25 C 1.833 3.582 -1.143
26 C 2.366 2.453 -0.270
27 C 3.901 2.847 0.167
28 C 4.496 1.862 1.086
29 C 3.935 1.874 2.532
30 H -0.435 3.246 -0.875
31 H 0.387 2.558 -2.087
32 H -0.029 4.091 -2.147
33 H 1.825 4.479 -0.572
34 H 2.336 3.488 -2.101
35 H 2.656 1.577 -0.998
36 H 1.803 2.533 0.851
37 H 3.933 3.617 0.646
38 H 4.521 2.982 -0.772
39 H 5.626 2.057 1.026
40 H 4.311 0.958 0.640
41 H 3.087 1.431 2.748
42 H 4.080 2.798 2.978
43 H 4.386 1.180 3.206
44 C 1.738 -1.567 3.200
45 C 1.422 -2.749 2.194
46 C 1.816 -2.302 0.694
47 C 1.597 -3.538 -0.324
48 C 2.367 -3.276 -1.719
49 C 2.327 -4.352 -2.729
50 H 1.629 -1.718 4.404
51 H 1.232 -0.773 2.798
52 H 2.764 -1.443 3.278
53 H 0.488 -2.987 1.987
54 H 1.771 -3.692 2.611
55 H 2.904 -2.007 0.948
56 H 1.149 -1.494 0.660
57 H 0.611 -3.829 -0.491
58 H 1.991 -4.539 -0.023
59 H 3.291 -2.817 -1.492
60 H 1.791 -2.460 -2.204
61 H 1.378 -4.393 -3.056
62 H 2.909 -5.283 -2.385
63 H 2.761 -3.960 -3.537

Mulliken population analysis, charges in e, atoms 1 to 5: Cl -0.75; C -1.36; C -0.61; N 0.35; C -0.52